Molecular formula: C4H30O12S2
Method: DFT, the ωB97M-V functional and the def2-TZVPD basis

```
48
C4H30O12S2 the ωB97M-V functional and the def2-TZVPD basis
S 1.996 3.694 0.321
S 3.560 2.390 0.272
O -1.638 -3.319 1.270
O 0.244 -2.393 2.639
O 0.421 -0.681 4.812
O 1.277 2.885 -2.570
O 1.357 -1.775 -3.053
O -1.408 0.598 1.589
O -2.601 -0.818 -0.348
O -2.296 1.444 -1.953
O 0.946 -1.203 -0.053
O -3.335 -0.360 3.082
O -0.702 0.154 -3.644
O -0.900 -2.134 -1.983
C 0.421 2.983 0.847
C 3.174 -0.354 0.016
C 3.145 0.986 -0.768
C 1.743 -0.497 0.502
H -0.614 -2.049 2.401
H -3.190 0.297 2.379
H 1.161 3.833 -2.423
H -0.890 1.056 -3.940
H -1.078 0.308 -2.713
H -0.637 -2.438 -2.852
H 0.661 -1.286 -3.510
H -3.080 0.195 3.832
H 2.162 -1.323 -2.816
H 3.542 -1.115 -0.690
H 0.135 2.074 0.365
H 1.328 -0.477 4.528
H -0.048 -1.880 -1.592
H -0.365 3.742 0.716
H -3.213 1.755 -2.049
H -2.198 0.852 -1.185
H -3.426 -0.382 -0.592
H 0.435 2.530 -2.250
H -2.107 -1.334 -1.009
H 0.234 -1.309 4.079
H -2.430 -2.768 1.227
H 3.885 1.042 -1.608
H 2.154 1.167 -1.220
H 3.901 -0.329 0.837
H -1.441 0.123 0.729
H -1.179 -3.400 0.431
H 0.306 -3.330 2.467
H 0.335 2.919 1.956
H -1.346 -0.207 2.119
H 1.599 0.133 1.403
```

Properties
Multiplicity: 2
Total charge: -1
LUMO energy (alpha / beta) in eV: 2.0 / 2.0
Kohn-Sham gap (alpha / beta) in eV: 1.90 / 6.22

=====

Molecular formula: C12H12BCl3N8O3PdS2Si
Method: DFT, the ωB97M-V functional and the def2-TZVPD basis

```
43
C12H12BCl3N8O3PdS2Si the ωB97M-V functional and the def2-TZVPD basis
Pd -0.622 -0.541 -1.953
Cl 0.335 -0.026 -6.426
Cl 0.544 -2.202 -3.749
Cl -2.553 -2.088 -1.886
S -2.840 0.187 -4.055
S -4.322 -1.006 -3.360
Si -0.121 -0.357 -4.504
O -2.231 0.886 -2.942
O -1.750 -0.819 -4.563
O -3.284 0.986 -5.133
N -0.957 0.450 1.063
N 1.288 0.910 0.109
N 0.986 0.910 -1.196
N 0.533 -1.851 -0.534
N -1.591 0.455 -0.114
N 1.102 0.266 2.518
N 1.957 -0.591 3.080
N 0.610 -1.448 0.743
C -2.831 0.876 0.076
C -3.013 1.161 1.430
C 1.841 1.190 4.387
C 2.183 1.885 0.350
C 0.750 -2.523 1.536
C 0.635 -3.177 -0.557
C 2.392 -0.089 4.209
C 0.793 -3.653 0.740
C 2.460 2.529 -0.837
C 1.038 1.381 3.285
C -1.803 0.868 2.019
C 1.673 1.878 -1.785
B 0.524 0.037 1.137
H -3.514 0.969 -0.746
H 3.124 3.353 -0.991
H 0.818 -2.437 2.602
H 0.916 -4.667 1.057
H 0.635 -3.731 -1.476
H -3.898 1.533 1.897
H 2.572 2.073 1.331
H 2.031 1.864 5.195
H 3.083 -0.629 4.823
H 0.441 2.226 3.010
H 1.579 2.061 -2.840
H -1.514 0.900 3.049
```

Properties
Multiplicity: 2
Total charge: +1
LUMO energy (alpha / beta) in eV: -7.5 / -7.3
Kohn-Sham gap (alpha / beta) in eV: 4.15 / 4.28
Relative energy (zero: lowest compared OMol25 entry of this formula, charge and spin) in kcal per mole: 109.19

=====

Molecular formula: CHN3O2
Method: DFT, the ωB97M-V functional and the def2-TZVPD basis

```
7
CHN3O2 the ωB97M-V functional and the def2-TZVPD basis
O -0.765 0.990 -0.573
O -0.314 -1.366 -1.420
N 0.267 -1.334 -0.405
N 1.573 0.636 2.041
N -0.102 0.144 0.307
C 0.823 0.493 1.180
H -1.482 0.437 -1.131
```

Properties
LUMO energy (alpha / beta) in eV: -1.3 / -1.3
Kohn-Sham gap (alpha / beta) in eV: 8.54 / 8.53
SMILES: N#CN(O)N=O
Relative energy (zero: lowest compared OMol25 entry of this formula, charge and spin) in kcal per mole: 110.30

=====

Molecular formula: CH6BBrIN2O2P
Method: DFT, the ωB97M-V functional and the def2-TZVPD basis

```
15
CH6BBrIN2O2P the ωB97M-V functional and the def2-TZVPD basis
I -4.328 -1.695 -0.326
Br -2.218 0.805 -3.073
P -1.952 -1.936 -0.981
O 0.798 0.123 0.398
O -1.853 -2.785 -2.437
N 1.332 2.000 1.555
N 2.593 0.086 1.783
C 1.529 0.700 1.195
B -1.483 -0.118 -1.494
H 0.556 2.479 1.140
H 3.204 0.534 2.437
H -0.716 0.420 -0.772
H 2.762 -0.871 1.537
H -2.136 -2.233 -3.165
H 1.914 2.492 2.204
```

Properties
LUMO energy in eV: -0.7
Kohn-Sham gap in eV: 7.81
SMILES: OP(I)BBr.NC(N)=O

=====

Molecular formula: C5H8O2
Method: DFT, the ωB97M-V functional and the def2-TZVPD basis

```
15
C5H8O2 the ωB97M-V functional and the def2-TZVPD basis
O 1.472 0.885 2.700
O 0.620 0.629 -1.879
C -0.799 -1.613 -0.674
C -0.715 -0.254 -0.019
C 0.606 0.197 0.588
C 0.021 0.865 -0.648
C 0.598 0.938 1.866
H 0.107 -1.829 -1.245
H -0.931 -2.395 0.081
H 1.464 -0.451 0.424
H -0.300 1.580 2.026
H -1.647 -1.658 -1.364
H 1.424 1.160 -1.928
H -0.385 1.871 -0.515
H -1.602 0.040 0.541
```

Properties
LUMO energy in eV: 0.7
Kohn-Sham gap in eV: 10.49
SMILES: C[C@@H]1[C@H](O)[C@H]1C=O
Relative energy (zero: lowest compared OMol25 entry of this formula, charge and spin) in kcal per mole: 32.52

=====

Molecular formula: C19H50N4O2P
Method: DFT, the ωB97M-V functional and the def2-TZVPD basis

```
76
C19H50N4O2P the ωB97M-V functional and the def2-TZVPD basis
P -4.647 -3.681 -2.823
O -3.671 -4.888 -3.669
O -6.914 -2.631 -3.280
N -6.222 -3.720 -3.658
N -0.436 -4.594 -0.426
N 2.459 4.181 2.919
N -0.568 1.567 -1.863
C 1.569 -3.574 -1.528
C 1.017 -5.696 1.369
C 1.266 3.530 2.370
C 3.033 3.535 4.102
C 2.363 3.792 5.446
C 0.268 -5.789 0.046
C -0.038 3.676 3.148
C -1.010 0.394 -2.620
C 1.699 0.828 -0.937
C 0.262 1.277 -0.690
C -1.723 -3.834 1.649
C -3.705 -2.041 -3.080
C 2.359 5.642 2.961
C -0.086 2.705 -2.650
C 3.689 6.342 3.224
C 0.376 -3.387 -0.595
C -0.013 -0.252 -3.575
C -1.732 -4.341 0.211
C -1.096 3.215 -3.675
H -0.435 -6.631 0.100
H 2.259 0.856 0.004
H -2.725 -3.485 1.921
H -0.875 3.336 2.529
H -0.239 0.526 -0.066
H 4.083 3.846 4.185
H 1.745 -0.200 -1.302
H 1.100 3.925 1.358
H -1.038 -2.992 1.790
H 0.855 2.474 -3.161
H 1.469 2.462 2.220
H 0.729 -0.852 -3.043
H -3.893 -1.552 -4.145
H 0.987 -6.090 -0.727
H -1.266 2.489 -4.476
H -2.543 -2.310 -3.048
H 4.058 6.149 4.236
H 0.123 3.541 -1.970
H 2.319 -4.248 -1.101
H 0.293 2.179 -0.066
H -1.897 0.676 -3.202
H 2.135 4.850 5.609
H -0.542 -0.931 -4.254
H 3.087 2.451 3.937
H 1.624 -4.788 1.448
H 0.732 -3.000 0.366
H 1.441 3.216 5.557
H -0.721 4.133 -4.140
H -0.242 4.714 3.427
H 1.626 5.977 3.703
H -1.378 -0.373 -1.926
H 2.222 1.478 -1.645
H -3.894 -1.270 -2.199
H 3.032 3.476 6.256
H 2.059 -2.611 -1.703
H 2.003 5.999 1.985
H -2.272 -3.607 -0.402
H -2.056 3.447 -3.203
H 0.512 0.481 -4.197
H 1.255 -3.971 -2.499
H -1.460 -4.624 2.356
H -2.346 -5.249 0.162
H 0.338 -5.735 2.225
H -0.041 3.062 4.051
H -2.887 -5.021 -3.027
H 3.566 7.425 3.123
H -7.308 -2.760 -2.359
H 1.699 -6.549 1.467
H -0.249 -2.600 -1.037
H 4.453 6.024 2.507
```

Properties
Total charge: -1
LUMO energy in eV: 2.1
Kohn-Sham gap in eV: 3.90

=====

Molecular formula: C4H8O
Method: DFT, the ωB97M-V functional and the def2-TZVPD basis

```
13
C4H8O the ωB97M-V functional and the def2-TZVPD basis
O 1.450 -0.795 1.098
C 0.039 0.434 -0.515
C -1.283 0.556 0.184
C -0.912 -0.730 -0.491
C 1.323 0.371 0.306
H 1.448 -1.560 0.504
H 2.192 0.492 -0.359
H -0.661 -1.556 0.168
H 0.134 0.960 -1.463
H -2.056 1.167 -0.273
H -1.424 -1.007 -1.406
H 1.353 1.198 1.021
H -1.269 0.570 1.271
```

Properties
LUMO energy in eV: 1.1
Kohn-Sham gap in eV: 11.17
SMILES: OCC1CC1
Relative energy (zero: lowest compared OMol25 entry of this formula, charge and spin) in kcal per mole: 26.53

=====

Molecular formula: C3H3FN4
Method: DFT, the ωB97M-V functional and the def2-TZVPD basis

```
11
C3H3FN4 the ωB97M-V functional and the def2-TZVPD basis
F -1.663 0.769 1.263
N 2.162 1.846 -0.796
N 1.761 -2.346 -0.121
N -1.574 0.804 -0.150
N 1.865 0.988 -0.112
C 1.694 -1.278 0.278
C 1.767 0.022 0.727
C -2.351 -0.040 -0.678
H -3.169 -0.729 -0.363
H 1.938 0.128 1.750
H -2.429 -0.164 -1.798
```

Properties
Multiplicity: 3
LUMO energy (alpha / beta) in eV: 0.7 / -2.6
Kohn-Sham gap (alpha / beta) in eV: 7.34 / 9.30
Relative energy (zero: lowest compared OMol25 entry of this formula, charge and spin) in kcal per mole: 0.00

=====

Molecular formula: C3H13N3
Method: DFT, the ωB97M-V functional and the def2-TZVPD basis

```
19
C3H13N3 the ωB97M-V functional and the def2-TZVPD basis
N -0.596 -1.087 0.360
N 1.720 0.673 -1.026
N 1.358 1.067 1.099
C -1.676 -0.655 -0.532
C 2.869 0.025 -0.998
C -2.784 0.008 0.281
H 1.795 1.681 -0.913
H -2.100 -1.472 -1.135
H 2.211 0.493 1.341
H 0.529 0.460 1.091
H 1.204 1.870 1.706
H 0.181 -1.491 -0.156
H 2.931 -0.825 -1.689
H -2.364 0.807 0.889
H -1.255 0.077 -1.227
H -0.966 -1.775 1.011
H -3.284 -0.732 0.907
H -3.557 0.385 -0.386
H 3.782 0.491 -0.623
```

Properties
LUMO energy in eV: 1.1
Kohn-Sham gap in eV: 9.33
SMILES: C=N.CCN.N
Relative energy (zero: lowest compared OMol25 entry of this formula, charge and spin) in kcal per mole: 48.00

=====

Molecular formula: C2H47O22
Method: DFT, the ωB97M-V functional and the def2-TZVPD basis

```
71
C2H47O22 the ωB97M-V functional and the def2-TZVPD basis
O 1.969 1.430 3.225
O 2.484 3.882 -0.584
O 3.790 -1.577 0.926
O 0.566 -1.859 2.306
O -4.336 -0.833 0.230
O 0.635 3.158 -2.552
O 1.594 -0.095 0.840
O -2.196 1.431 1.718
O -1.797 -3.529 -1.143
O 3.703 1.697 0.895
O -3.317 1.294 -1.479
O -2.549 -1.459 2.340
O -2.568 -0.194 -3.492
O 2.641 0.754 -1.504
O 0.200 0.314 -3.549
O -0.274 3.392 2.597
O -0.872 -0.087 3.653
O -1.196 -3.646 1.533
O -0.286 -2.787 -3.302
O 2.144 -1.866 -2.387
O 1.346 -3.347 -0.354
O -1.594 3.266 -0.510
C -0.594 -0.146 -0.309
C 0.379 0.621 0.574
H -2.342 -2.198 2.914
H 0.586 3.047 2.742
H -2.747 -3.578 -1.383
H 0.709 1.549 0.225
H -1.965 -1.660 1.590
H 2.043 -3.744 0.186
H 1.715 0.988 2.391
H -2.955 -1.053 -3.448
H -1.782 2.174 1.287
H -0.555 -2.569 -4.188
H -1.284 -0.771 0.173
H -3.404 0.699 -0.720
H 1.188 3.280 -1.781
H -2.963 2.094 -1.096
H -0.462 -3.039 1.690
H 2.908 1.154 1.071
H -0.745 0.053 -3.553
H 4.283 1.240 1.474
H -1.113 2.987 -1.294
H 0.535 0.278 -2.674
H -2.060 4.066 -0.687
H -1.295 -3.110 -1.858
H -0.979 0.410 -1.080
H 2.981 1.613 -1.212
H 1.030 -1.435 1.575
H 3.324 3.573 -0.966
H 4.082 -1.331 0.037
H 1.838 -2.194 -1.542
H 0.083 -0.972 -0.704
H 0.189 -1.175 2.865
H -4.510 -1.752 0.190
H 1.090 -4.064 -0.883
H -2.855 0.221 -2.606
H -1.627 -0.615 3.364
H -1.532 1.124 2.301
H 0.532 -2.368 -3.075
H -1.235 -3.620 0.579
H 2.967 -1.054 0.898
H 0.068 0.789 1.606
H 2.077 0.437 -0.833
H -0.760 -0.286 4.630
H 1.149 3.697 -3.139
H -0.260 4.196 3.052
H 2.887 1.537 3.268
H 2.523 3.355 0.193
H 2.536 -1.014 -2.231
H -3.769 -0.771 0.976
```

Properties
Total charge: -1
LUMO energy in eV: 2.5
Kohn-Sham gap in eV: 8.33
Relative energy (zero: lowest compared OMol25 entry of this formula, charge and spin) in kcal per mole: 8.27

=====

Molecular formula: C2H2INO3
Method: DFT, the ωB97M-V functional and the def2-TZVPD basis

```
9
C2H2INO3 the ωB97M-V functional and the def2-TZVPD basis
I -3.171 1.556 1.788
O 1.365 3.129 1.098
O -1.968 2.929 -0.651
O 0.782 0.855 1.022
N -0.199 0.097 0.389
C -1.629 2.282 0.259
C 0.756 2.107 1.084
H -0.431 -0.623 1.051
H -0.992 0.843 0.193
```

Properties
LUMO energy (alpha / beta) in eV: -1.5 / -1.5
Kohn-Sham gap (alpha / beta) in eV: 6.98 / 6.98
Relative energy (zero: lowest compared OMol25 entry of this formula, charge and spin) in kcal per mole: 126.11

=====

Molecular formula: C2H3BrClNO
Method: DFT, the ωB97M-V functional and the def2-TZVPD basis

```
9
C2H3BrClNO the ωB97M-V functional and the def2-TZVPD basis
Br -3.239 0.876 -0.375
Cl -2.837 -1.324 -2.336
O -0.534 -1.707 -2.308
N -3.055 -0.989 -0.717
C 0.103 -1.303 -1.418
C 0.343 -0.288 -0.464
H 1.472 -0.019 -0.184
H -0.419 -0.293 0.289
H -0.120 0.670 -0.801
```

Properties
LUMO energy (alpha / beta) in eV: -1.4 / 0.0
Kohn-Sham gap (alpha / beta) in eV: 5.59 / 9.13
Relative energy (zero: lowest compared OMol25 entry of this formula, charge and spin) in kcal per mole: 142.87